119
Properties=species:S:1:pos:R:3:forces:R:3 method="wB97M-V/def2-TZVPD" fmax_ha_per_bohr=0.1359 total_charge=+4 gap_ev=3.66 lumo_ha=-0.288 e_tot_ha=-3347.6779
H -7.368 -0.058 1.439 0.494 0.601 0.211
N -0.493 4.596 -7.985 -1.451 0.606 -0.520
H -0.277 11.006 1.125 -0.303 0.060 0.049
O 1.511 -2.886 -1.368 -1.502 1.199 3.441
C 2.466 -10.433 -3.055 -0.948 0.340 0.144
C 2.962 -12.139 -4.277 0.559 -0.826 -0.615
H -0.088 7.329 1.803 -0.175 -0.419 -0.923
C -1.692 8.403 -0.172 -0.348 2.220 -0.003
C 3.702 -0.264 9.507 2.425 0.050 -1.295
C 5.521 -0.772 -4.328 0.539 -0.013 0.626
H 5.799 -0.103 -5.142 -0.007 0.040 0.298
H -0.627 3.972 -8.768 0.170 -1.010 0.070
H 3.618 -12.954 -4.544 -0.531 -0.131 -0.535
H 2.036 9.146 0.281 -0.179 0.061 0.300
C 1.963 0.427 7.765 -1.259 -3.572 0.421
O -3.874 3.837 3.596 -1.605 0.807 1.597
H 5.853 -0.615 8.881 -0.243 -0.170 0.374
C 7.066 -1.269 -1.081 0.460 0.390 0.336
H -0.706 -11.190 -2.586 -0.293 -0.365 0.029
H 0.496 4.643 -7.788 0.503 0.259 0.084
H -0.439 0.248 -0.855 -0.914 -0.493 0.624
S -5.002 4.054 4.569 -0.264 -1.487 -1.301
H -3.073 9.647 -2.778 0.043 0.530 0.298
H -2.353 2.472 -5.909 -0.155 -0.112 -0.400
F -3.968 6.077 5.731 2.391 1.519 2.030
H -0.261 -2.047 -0.870 -0.721 0.148 0.227
C 0.745 -2.098 -0.453 1.683 -1.556 -3.948
H 5.026 0.457 7.846 -0.327 0.141 -0.002
N -7.599 -0.762 0.752 -1.568 -0.426 -2.265
C 4.620 -11.505 -2.496 1.118 1.057 -0.163
C -0.954 10.363 0.582 -1.630 -0.636 -0.277
H 2.035 1.371 0.171 0.218 0.604 0.016
H 1.108 -12.013 -5.481 0.239 0.075 -0.058
H 5.203 -1.714 -4.776 -0.270 -0.115 0.188
C -1.215 4.042 -6.698 -0.555 2.807 5.661
H 4.745 -0.351 -3.689 -0.321 -0.095 -0.209
H 4.659 -1.245 7.740 -0.138 -0.133 0.257
H -0.044 0.093 6.646 0.530 0.547 -0.318
C -6.196 -2.963 0.593 -1.665 -0.273 -0.420
F -6.111 6.252 5.584 -0.436 0.456 0.763
H 1.238 1.701 -1.378 0.032 0.328 0.044
H 0.355 -9.007 -3.237 -0.444 -0.144 0.333
H -1.086 -2.309 9.015 -0.153 -0.519 -0.321
C 0.588 -2.436 1.086 1.019 -1.430 -2.457
H -5.844 -3.451 -0.315 1.270 0.003 0.590
C 1.784 -11.633 -4.730 -0.646 -0.238 -0.239
N -2.437 9.390 -0.768 0.782 -0.223 0.731
C -2.033 10.650 -0.265 2.370 -2.040 1.151
C 1.075 1.559 -0.310 0.238 -0.902 0.242
F -0.385 -1.821 1.709 -2.039 0.788 0.538
C 4.870 -0.440 8.444 -0.068 0.652 0.409
C 0.750 -0.179 7.324 0.695 1.092 1.651
H 0.543 2.382 0.167 0.056 0.063 -0.162
O -5.693 -0.941 -0.652 -3.224 -2.286 3.803
F 0.410 -3.758 1.361 0.143 0.196 -0.304
C -8.451 -0.090 -0.435 0.327 1.462 1.094
N -0.839 8.966 0.727 -0.834 0.709 -2.894
C -6.394 -1.541 0.196 3.130 2.686 -3.710
N 1.436 -10.532 -3.962 3.223 -1.845 1.370
H -0.710 6.090 -9.640 0.221 -0.885 -0.038
H 6.978 -2.854 -2.406 1.101 -0.235 -0.559
H -1.502 -1.675 7.398 0.145 0.231 0.193
H -4.415 9.448 -1.617 0.200 -0.167 0.156
H -0.540 6.710 -8.052 -0.719 0.092 0.230
H 3.916 -0.970 10.310 -0.842 -0.114 -0.078
H -0.316 -2.970 7.451 -0.566 -0.462 0.416
C 6.748 -1.032 -3.481 1.967 1.531 -3.925
H 2.592 1.223 7.394 -0.379 0.005 -0.017
H -2.121 5.903 -8.586 0.220 0.077 0.333
C -1.783 2.651 -6.821 0.856 1.526 -0.200
H 0.044 -9.318 -4.877 -0.143 -0.315 -0.201
O -6.343 3.932 3.964 1.170 0.017 0.269
C 1.662 8.205 0.686 -0.746 -0.606 0.105
H 6.953 -1.802 -0.137 -0.122 -0.793 -0.573
N 0.400 -1.240 8.151 5.460 1.440 0.942
C 0.167 -9.832 -3.924 -0.655 0.704 -0.369
H 2.528 -9.765 -2.208 -0.243 0.256 -0.273
H 0.097 0.200 0.945 -0.471 -0.589 -0.221
C 0.359 0.210 -0.113 1.167 2.038 -1.142
N 2.482 -0.466 8.775 -5.169 -1.472 -1.155
N 3.391 -11.382 -3.241 -2.543 1.429 0.664
H -2.407 11.640 -0.480 -0.317 -0.394 -0.405
F 1.676 -2.032 1.667 2.340 0.193 1.654
H 0.306 8.753 2.395 0.518 0.737 -0.233
H -9.221 -0.668 -0.947 1.057 -1.115 -0.025
C 0.249 8.289 1.410 1.512 -0.572 1.055
H 2.424 7.731 1.305 -0.182 0.705 0.923
H -1.895 -10.118 -3.267 0.049 0.027 -0.271
H -0.893 2.022 -6.829 -0.118 -0.490 -0.212
H 8.120 -1.118 -1.314 -0.144 0.238 0.287
C -1.032 -10.734 -3.521 1.069 0.609 0.625
H 1.560 -2.214 9.755 0.089 -0.022 -0.149
H -7.135 -3.509 0.680 -0.678 0.422 0.247
C 1.519 -1.478 8.965 -0.178 2.935 -1.075
O -1.233 4.719 -5.619 0.611 -2.805 -6.370
H -9.105 0.693 -0.051 0.355 0.030 1.010
H 4.769 -10.656 -1.829 -0.451 0.196 -0.142
H -1.317 -11.507 -4.234 0.202 0.215 -0.085
H -3.337 8.100 -2.188 -0.266 -0.134 0.642
H -1.748 7.370 -0.483 -0.030 0.023 0.406
H 5.584 -2.274 -2.214 -1.177 0.655 -0.082
O 1.297 -0.748 -0.547 -0.842 -0.533 1.273
H 5.346 -11.349 -3.295 0.726 -0.722 0.542
C -3.400 9.140 -1.870 0.496 0.021 -0.307
H -5.767 -3.114 1.584 0.813 0.078 -0.422
H -2.316 2.617 -7.771 -0.252 -0.587 0.180
O -4.845 3.300 5.825 0.077 1.229 -1.070
H -7.734 0.483 -1.023 0.005 -0.779 -0.313
H 4.750 -12.365 -1.840 -0.296 -0.402 -0.754
H 3.666 0.745 9.917 0.176 -0.110 0.052
C -1.031 5.915 -8.614 0.653 0.539 1.058
F -4.899 6.608 3.887 0.434 1.316 -1.454
C -4.987 5.916 4.987 -1.638 -4.050 -1.117
H 1.755 7.455 -0.099 -1.022 0.174 -0.589
O 7.851 -0.611 -3.798 -2.592 -1.604 2.121
C -0.716 -2.122 8.007 -0.259 -0.466 -0.242
H 6.547 -0.332 -0.882 0.016 0.051 -0.663
H -8.199 -1.430 1.214 -0.335 -0.238 0.381
N 6.532 -1.950 -2.339 0.229 -0.118 2.306